Record 1
Below is a 2-piece molecular cluster, C10H18NO overall, with properties calculated with ωB97M-V/def2-TZVPD.

* relative energy (zero: lowest compared OMol25 entry of this formula, charge and spin): 250.7 kJ/mol
* E_LUMO: -3.19 eV
* HOMO: -12.1 eV
* energy: -521.4888 a.u.
* total charge: +1
* Kohn-Sham gap: 8.9 eV
* 2S+1: 1

Geometry (Å):
C -1.80 -0.29 -1.48
C -2.56 -0.44 -2.73
N -1.96 -1.51 -0.55
H -0.67 0.01 -1.56
H -2.02 0.65 -0.89
H -3.53 -0.95 -2.68
H -1.86 -1.01 -3.47
H -2.93 -1.62 -0.43
H -1.72 -2.37 -0.95
H -1.53 -1.35 0.37
H -2.73 0.46 -3.25
C 1.73 -1.83 -0.37
C 3.17 -1.97 0.08
C 1.12 -0.47 0.23
C 1.14 0.70 -0.44
C 0.30 -0.47 1.44
C 0.49 1.83 -0.07
C -0.24 0.64 1.92
C -0.20 1.86 1.10
O -0.40 3.00 1.79
H 1.76 -1.77 -1.38
H 1.10 -2.68 -0.02
H 3.69 -2.57 -0.88
H 1.85 0.71 -1.36
H 0.48 -1.42 2.07
H 0.84 2.75 -0.56
H -0.40 0.77 3.05
H -1.39 3.00 2.04
H 3.45 -2.46 1.08
H 3.55 -0.89 0.24


Record 2
Below is C23H16F3INPtS as an isolated structure, with properties calculated with ωB97M-V/def2-TZVPD.

* relative energy (zero: lowest compared OMol25 entry of this formula, charge and spin): 0.0 kJ/mol
* E_LUMO: 2.59 eV
* HOMO: -4.2 eV
* energy: -2055.7344 a.u.
* total charge: -1
* Kohn-Sham gap: 6.8 eV
* 2S+1: 1

Geometry (Å):
Pt 0.04 -0.92 -0.62
I -1.98 1.56 -1.30
C -2.00 1.68 0.79
C -2.73 2.73 1.27
C -2.88 2.94 2.65
C -2.29 2.08 3.52
C -1.53 0.98 3.06
C -0.94 0.12 4.01
C -0.21 -0.95 3.59
C -0.01 -1.18 2.22
C -0.54 -0.37 1.22
C -1.35 0.74 1.65
H -3.21 3.41 0.57
H -3.46 3.78 3.01
H -2.39 2.22 4.59
H -1.10 0.32 5.06
H 0.25 -1.63 4.31
H 0.60 -2.02 1.92
F -2.43 -4.40 -3.96
C -1.24 -4.93 -3.65
F -0.93 -5.79 -4.65
F -1.42 -5.69 -2.55
C -0.17 -3.89 -3.47
C 0.98 -3.95 -4.23
C 1.99 -3.01 -4.05
C 1.78 -2.01 -3.11
N 0.67 -1.94 -2.39
C -0.32 -2.87 -2.51
S -1.58 -2.62 -1.37
H 1.10 -4.74 -4.96
H 2.90 -3.04 -4.62
H 2.51 -1.24 -2.93
C 1.75 0.24 -0.41
C 1.62 1.61 0.17
C 1.69 1.86 1.54
C 1.51 3.13 2.06
C 1.27 4.21 1.22
C 1.21 3.99 -0.15
C 1.39 2.71 -0.66
H 2.48 -0.34 0.17
H 2.14 0.34 -1.43
H 1.85 1.03 2.22
H 1.55 3.28 3.13
H 1.12 5.20 1.63
H 1.02 4.82 -0.83
H 1.33 2.55 -1.73


Record 3
Below is one molecule with the formula C6H11NS, with properties calculated with ωB97M-V/def2-TZVPD.

* relative energy (zero: lowest compared OMol25 entry of this formula, charge and spin): 101.6 kJ/mol
* SMILES string: C/C=C(C)/C(C)=N\S
* E_LUMO: 0.92 eV
* HOMO: -8.6 eV
* energy: -688.1105 a.u.
* total charge: 0
* Kohn-Sham gap: 9.5 eV
* 2S+1: 1

Geometry (Å):
C -2.64 -1.27 -0.48
C -1.35 -0.62 -0.65
C -0.77 0.31 0.16
C -1.45 0.93 1.34
C 0.59 0.87 -0.21
C 0.59 2.34 -0.66
H -2.47 -2.35 -0.32
H -3.27 -0.81 0.36
H -3.28 -1.17 -1.38
H -0.76 -0.94 -1.52
H -1.48 2.04 1.15
H -2.50 0.59 1.45
H -0.94 0.73 2.31
H 0.15 2.43 -1.65
H 0.07 3.01 0.03
H 1.62 2.73 -0.78
H 3.07 -1.50 0.27
N 1.71 0.29 -0.09
S 1.75 -1.38 0.23


Record 4
Below is C13H22BNO2Zn as an isolated structure, with properties calculated with ωB97M-V/def2-TZVPD.

* E_LUMO (spin up / spin down): 4.64 / 4.66 eV
* HOMO (spin up / spin down): 0.4 / 3.0 eV
* energy: -2517.7746 a.u.
* total charge: -2
* Kohn-Sham gap (spin up / spin down): 4.2 / 1.7 eV
* 2S+1: 1

Geometry (Å):
C -0.75 -4.09 -1.22
C -1.95 -3.82 -0.49
C -1.59 -3.19 0.76
C -0.14 -3.09 0.78
C 0.36 -3.66 -0.43
Zn -1.19 -1.55 -0.44
N -0.33 -0.89 -2.12
C -1.64 -0.54 -2.59
C -2.83 -1.08 -1.73
H -2.25 -2.99 1.60
H -2.96 -4.09 -0.78
H 0.45 -2.74 1.63
H 1.40 -3.76 -0.69
H -0.69 -4.58 -2.18
H -3.38 -1.99 -2.06
H -1.90 -0.83 -3.60
H 0.54 -1.00 -2.57
H -3.42 -0.48 -1.03
H -1.76 0.53 -2.50
C 1.16 1.96 2.77
C 0.51 1.77 1.41
C -0.66 2.79 1.36
O -0.02 0.44 1.22
B 0.02 0.28 -0.15
O 0.78 1.19 -0.85
C 1.48 1.90 0.19
C 1.78 3.30 -0.34
C 2.83 1.16 0.47
H 0.38 1.88 3.55
H 1.60 2.99 2.79
H 1.93 1.20 2.99
H -1.31 2.63 2.23
H -0.21 3.79 1.43
H -1.26 2.72 0.43
H 2.34 3.89 0.43
H 2.38 3.16 -1.26
H 0.84 3.80 -0.64
H 2.66 0.15 0.90
H 3.40 1.07 -0.48
H 3.39 1.78 1.19


Record 5
Below is a 2-piece molecular cluster, C3H10N2 overall, with properties calculated with ωB97M-V/def2-TZVPD.

* relative energy (zero: lowest compared OMol25 entry of this formula, charge and spin): 98.4 kJ/mol
* SMILES string: C=NCC.N
* E_LUMO: 0.94 eV
* HOMO: -9.2 eV
* energy: -229.7718 a.u.
* total charge: 0
* Kohn-Sham gap: 10.2 eV
* 2S+1: 1

Geometry (Å):
C 1.68 1.06 1.47
C 0.56 0.35 0.73
C 0.35 -1.49 -0.72
N 1.14 -0.85 0.03
H 1.24 1.72 2.22
H 2.35 0.37 1.98
H 2.28 1.65 0.79
H 0.10 1.05 0.03
H -0.26 0.03 1.43
H -0.75 -1.34 -0.69
H 0.73 -2.23 -1.43
N -2.82 0.48 -1.33
H -2.89 1.43 -0.97
H -3.50 -0.06 -0.79
H -3.11 0.49 -2.31


Record 6
Below is a 2-piece molecular cluster, C3H9NS2 overall, with properties calculated with ωB97M-V/def2-TZVPD.

* relative energy (zero: lowest compared OMol25 entry of this formula, charge and spin): 105.5 kJ/mol
* SMILES string: C=CN.CSS
* E_LUMO: 0.46 eV
* HOMO: -7.8 eV
* energy: -970.7915 a.u.
* total charge: 0
* Kohn-Sham gap: 8.2 eV
* 2S+1: 1

Geometry (Å):
C 1.58 2.46 0.45
S 0.26 1.41 -0.28
S -1.04 1.01 1.24
H 1.41 2.42 1.52
H 1.51 3.49 0.12
H 2.49 1.91 0.26
H -2.08 1.76 0.76
C 0.91 -3.46 -1.35
C 0.35 -2.45 -0.67
N -0.97 -2.05 -0.66
H 0.23 -4.08 -1.93
H 1.97 -3.64 -1.33
H 0.95 -1.91 0.06
H -1.57 -2.64 -1.19
H -1.19 -1.21 -0.14


Record 7
Below is C5H10FeO3 as an isolated structure, with properties calculated with ωB97M-V/def2-TZVPD.

* relative energy (zero: lowest compared OMol25 entry of this formula, charge and spin): 415.1 kJ/mol
* <S²>: 6.02
* E_LUMO (spin up / spin down): 0.17 / -0.13 eV
* HOMO (spin up / spin down): -6.4 / -6.4 eV
* energy: -1685.6612 a.u.
* total charge: 0
* Kohn-Sham gap (spin up / spin down): 6.5 / 6.3 eV
* 2S+1: 5

Geometry (Å):
C -2.58 -1.28 -0.15
O -1.39 -0.55 -0.37
C -1.42 0.84 0.03
C -0.14 1.52 -0.41
H -2.39 -2.31 -0.47
H -2.85 -1.28 0.92
H -3.39 -0.81 -0.72
H -1.64 0.91 1.11
H -2.30 1.27 -0.48
H -0.52 2.55 -0.29
H 0.58 2.07 -1.04
O 1.41 -1.52 0.95
C 2.47 -0.79 1.05
C 2.74 0.15 -0.01
O 2.29 -0.39 -1.19
Fe 0.51 -0.91 -0.72
H 3.30 -1.12 1.70
H 3.80 0.47 -0.01
H 1.51 1.20 0.10


Record 8
Below is C12H30InN2O12P2 as an isolated structure, with properties calculated with ωB97M-V/def2-TZVPD.

* relative energy (zero: lowest compared OMol25 entry of this formula, charge and spin): 321.6 kJ/mol
* E_LUMO: 5.81 eV
* HOMO: 2.6 eV
* energy: -2360.2840 a.u.
* total charge: -3
* Kohn-Sham gap: 3.2 eV
* 2S+1: 1

Geometry (Å):
In 13.07 19.84 -20.43
P 12.31 18.57 -23.66
O 12.29 17.24 -24.41
O 11.15 18.73 -22.66
O 12.35 19.77 -24.64
O 13.67 18.75 -22.86
P 14.91 22.57 -20.95
O 14.24 22.40 -19.57
O 13.76 22.41 -22.02
O 15.58 21.20 -21.36
O 15.81 23.75 -21.12
C 12.74 16.60 -18.45
O 12.27 16.95 -19.70
C 11.09 16.35 -20.08
C 9.80 17.05 -19.65
N 9.84 18.40 -19.97
C 8.62 19.12 -19.62
C 8.82 20.60 -19.91
O 9.91 21.06 -19.17
C 10.12 22.45 -19.22
H 13.69 17.11 -18.33
H 13.00 15.50 -18.39
H 12.06 16.83 -17.62
H 11.12 15.28 -19.82
H 11.21 16.44 -21.17
H 9.69 16.97 -18.55
H 8.97 16.44 -20.11
H 10.08 18.56 -20.99
H 8.36 18.98 -18.56
H 7.78 18.82 -20.30
H 7.86 21.13 -19.71
H 9.02 20.69 -20.99
H 10.21 22.79 -20.26
H 11.09 22.64 -18.75
H 9.29 23.00 -18.74
C 12.72 20.10 -15.47
O 13.65 19.75 -16.41
C 14.84 20.19 -16.06
C 15.93 19.66 -16.97
N 15.73 20.00 -18.36
C 16.78 19.43 -19.18
C 16.55 17.97 -19.60
O 15.43 17.93 -20.41
C 15.31 16.76 -21.14
H 12.86 21.15 -15.15
H 12.83 19.48 -14.55
H 11.74 19.97 -15.89
H 15.08 19.92 -15.01
H 14.90 21.30 -16.12
H 15.95 18.57 -16.87
H 16.86 20.09 -16.55
H 15.64 21.02 -18.47
H 17.78 19.46 -18.67
H 16.83 20.00 -20.12
H 16.58 17.20 -18.80
H 17.43 17.75 -20.26
H 16.16 16.64 -21.83
H 14.39 16.83 -21.73
H 15.20 15.86 -20.49


Record 9
Below is a 14-piece molecular cluster, C3H33NO15 overall, with properties calculated with ωB97M-V/def2-TZVPD.

* relative energy (zero: lowest compared OMol25 entry of this formula, charge and spin): 0.0 kJ/mol
* E_LUMO: 0.02 eV
* HOMO: -10.3 eV
* energy: -1317.5818 a.u.
* total charge: 0
* Kohn-Sham gap: 10.3 eV
* 2S+1: 1

Geometry (Å):
C -0.12 1.27 1.83
N 0.33 1.71 0.49
C -0.06 1.08 -0.63
O 0.52 1.51 -1.72
O -0.99 0.23 -0.67
C 0.72 1.96 2.89
H 0.03 0.18 1.89
H -1.17 1.53 1.96
H 1.17 2.26 0.45
H 0.52 0.76 -2.56
H 0.38 1.71 3.89
H 1.76 1.62 2.81
H 0.70 3.04 2.78
H -0.70 -2.88 -2.28
H -0.36 -3.19 -0.81
O -0.07 -3.38 -1.73
H -3.39 2.91 -1.07
H -2.61 2.10 -2.13
O -3.50 2.23 -1.77
H -1.47 -0.78 -1.87
H -2.49 -1.24 -2.98
O -1.58 -1.33 -2.68
H 3.77 2.11 -1.69
H 2.26 1.76 -1.43
O 3.14 1.83 -1.00
H 4.25 -1.12 2.82
H 3.29 -0.68 1.68
O 3.38 -0.75 2.68
H -2.41 0.52 0.33
H -3.89 0.85 0.21
O -3.20 0.76 0.87
H 1.31 -2.55 -1.82
H 2.71 -2.46 -2.56
O 2.08 -1.92 -2.07
H 3.39 0.21 -0.36
H 2.92 -1.26 -0.65
O 3.48 -0.71 -0.04
H 1.22 -0.80 -3.09
H -0.28 -0.60 -3.49
O 0.61 -0.15 -3.51
H -0.93 -1.31 0.16
H -1.87 -2.33 0.96
O -1.01 -2.23 0.47
H -2.90 2.57 0.89
H -1.69 3.48 0.54
O -2.66 3.48 0.59
H 1.19 -2.61 3.18
H 2.30 -1.62 3.58
O 1.62 -2.21 3.96
H -2.13 -1.77 2.93
H -3.07 -0.86 2.11
O -2.88 -1.79 2.31


Record 10
Below is C42H105BCdF4N7 as an isolated structure, with properties calculated with ωB97M-V/def2-TZVPD.

* relative energy (zero: lowest compared OMol25 entry of this formula, charge and spin): 0.0 kJ/mol
* E_LUMO: -5.66 eV
* HOMO: -9.3 eV
* energy: -2638.3214 a.u.
* total charge: +1
* Kohn-Sham gap: 3.7 eV
* 2S+1: 1

Geometry (Å):
Cd 25.65 4.70 21.38
B 24.18 5.58 22.88
F 23.42 6.12 23.85
F 25.38 6.17 22.63
F 24.48 4.31 23.17
F 23.50 5.50 21.71
C 20.37 7.57 23.57
C 21.58 8.46 23.41
N 21.19 9.79 22.92
C 20.61 10.61 23.99
C 21.61 11.04 25.12
C 22.36 10.54 22.27
C 22.03 11.94 21.72
H 20.68 6.53 23.51
H 19.59 7.71 22.82
H 19.89 7.81 24.52
H 22.18 8.53 24.32
H 22.24 8.05 22.65
H 20.20 11.53 23.59
H 19.73 10.09 24.36
H 21.01 11.37 25.96
H 22.12 10.15 25.48
H 22.24 11.84 24.75
H 22.73 9.87 21.50
H 23.08 10.63 23.08
H 21.15 11.94 21.08
H 22.82 12.27 21.04
H 21.91 12.67 22.52
C 20.83 9.92 29.74
C 20.98 8.93 28.63
N 20.46 7.56 28.99
C 19.07 7.53 29.59
C 18.51 6.10 29.79
C 20.67 6.58 27.88
C 22.02 6.65 27.08
H 21.37 9.55 30.60
H 19.77 9.98 30.01
H 21.24 10.91 29.53
H 20.42 9.20 27.74
H 22.01 8.84 28.27
H 19.00 8.10 30.52
H 18.38 8.14 29.02
H 19.24 5.55 30.39
H 17.53 6.09 30.26
H 18.47 5.58 28.83
H 19.83 6.70 27.19
H 20.70 5.57 28.28
H 22.12 5.86 26.34
H 22.87 6.57 27.76
H 22.10 7.59 26.53
C 28.14 6.46 21.44
C 28.43 4.92 21.33
N 27.51 4.15 22.20
C 27.58 2.71 21.85
C 26.63 1.85 22.69
C 27.69 4.41 23.66
C 28.97 3.92 24.23
H 28.91 6.98 20.86
H 28.33 6.84 22.44
H 27.17 6.76 21.06
H 28.26 4.58 20.31
H 29.49 4.74 21.53
H 28.59 2.32 21.80
H 27.31 2.60 20.80
H 26.89 0.83 22.41
H 25.56 1.95 22.50
H 26.96 1.79 23.73
H 27.47 5.45 23.89
H 26.93 3.85 24.21
H 28.93 3.90 25.32
H 29.32 2.92 23.95
H 29.78 4.58 23.93
C 20.15 7.64 16.16
C 19.78 7.97 17.59
N 20.80 7.43 18.51
C 20.33 7.29 19.90
C 19.06 6.44 20.09
C 22.00 8.26 18.52
C 23.23 7.56 19.15
H 19.38 8.07 15.51
H 20.23 6.57 16.01
H 21.13 8.03 15.91
H 19.56 9.03 17.71
H 18.83 7.46 17.78
H 21.03 6.76 20.54
H 20.09 8.29 20.29
H 19.11 5.43 19.68
H 18.92 6.35 21.16
H 18.22 6.99 19.67
H 21.70 9.21 18.96
H 22.28 8.55 17.50
H 24.00 8.33 19.17
H 23.48 6.68 18.56
H 23.07 7.27 20.19
C 18.57 2.15 18.77
C 19.78 1.30 19.02
N 20.84 1.96 19.78
C 22.10 1.12 19.67
C 22.52 0.92 18.23
C 20.32 2.30 21.08
C 21.38 2.98 21.89
H 18.81 3.15 18.42
H 18.04 2.25 19.72
H 17.91 1.74 18.00
H 19.44 0.37 19.49
H 19.96 1.07 17.97
H 22.93 1.54 20.23
H 22.01 0.12 20.09
H 21.86 0.21 17.74
H 22.53 1.82 17.61
H 23.52 0.48 18.20
H 19.98 1.42 21.61
H 19.45 2.96 21.00
H 21.04 3.35 22.86
H 21.74 3.89 21.40
H 22.22 2.34 22.16
C 27.47 4.92 28.32
C 26.02 4.45 28.04
N 25.87 3.25 27.23
C 26.14 1.95 27.89
C 26.91 1.11 26.85
C 24.59 3.26 26.52
C 23.30 3.29 27.39
H 27.98 4.13 28.86
H 27.47 5.81 28.96
H 27.94 5.07 27.35
H 25.60 4.38 29.04
H 25.61 5.34 27.55
H 26.72 2.15 28.79
H 25.21 1.51 28.25
H 27.22 0.12 27.19
H 26.39 1.05 25.89
H 27.84 1.65 26.66
H 24.52 2.35 25.93
H 24.63 4.13 25.87
H 23.09 2.30 27.78
H 22.49 3.41 26.66
H 23.25 4.05 28.18
C 26.05 9.52 22.81
C 27.33 9.78 22.04
N 27.27 11.02 21.29
C 26.27 11.17 20.21
C 26.37 9.95 19.27
C 27.23 12.23 22.21
C 27.57 13.53 21.48
H 25.26 9.44 22.06
H 25.81 10.32 23.50
H 26.11 8.60 23.40
H 28.16 9.81 22.75
H 27.51 8.93 21.39
H 26.47 12.03 19.58
H 25.32 11.26 20.74
H 27.41 9.76 19.01
H 25.86 10.16 18.33
H 25.94 9.03 19.66
H 26.33 12.43 22.78
H 27.95 12.04 23.01
H 26.66 13.87 20.99
H 27.87 14.31 22.18
H 28.36 13.41 20.73


Record 11
Below is C4H9N3O as an isolated structure, with properties calculated with ωB97M-V/def2-TZVPD.

* relative energy (zero: lowest compared OMol25 entry of this formula, charge and spin): 780.6 kJ/mol
* E_LUMO: 0.93 eV
* HOMO: -8.5 eV
* energy: -397.0533 a.u.
* total charge: 0
* Kohn-Sham gap: 9.4 eV
* 2S+1: 1

Geometry (Å):
C 1.08 -0.51 -1.14
C 0.04 -0.02 -0.20
C -0.95 1.71 1.14
C 0.11 2.53 0.36
H 1.85 -1.04 0.79
H 1.20 -2.39 -0.40
H 0.38 -1.03 -1.84
H 1.51 0.48 -1.94
H -1.91 -2.37 -0.50
H -2.06 1.76 0.72
H -1.32 1.65 2.28
H 1.08 3.00 0.47
H -0.04 2.39 -0.59
N 1.71 -1.45 -0.26
N -1.05 -0.66 0.01
N 0.12 0.99 0.78
O -0.99 -2.10 -0.46